The following is a quantum chemistry calculation of one molecule with the formula C3H5NO, from the OMol25 dataset.

```
! wB97M-V def2-TZVPD RIJCOSX def2/J DEFGRID3
* xyz 0 1
C 1.609 -0.170 1.571
C 0.832 0.171 0.544
N -0.314 -0.530 0.163
C -1.136 -0.183 -0.868
O -1.001 0.829 -1.530
H 2.440 0.460 1.816
H 1.347 -1.032 2.211
H 1.030 1.044 -0.043
H -0.482 -1.404 0.635
H -1.959 -0.896 -1.004
*
```

F_max ... 0.02043 Eh/bohr
Relative energy (zero: lowest compared OMol25 entry of this formula, charge and spin) ... 8.8 kcal per mole
Frontier orbital gap ... 0.3668 Ha
SMILES string ... C=CNC=O

In the Mulliken picture, each atom carries the following charge in e: -0.7582 0.0493 -0.1636 0.0829 -0.5452 0.2562 0.2287 0.3128 0.2044 0.3328



The following is a quantum chemistry calculation of C5H16N4 as an isolated structure, from the OMol25 dataset.

```
! wB97M-V def2-TZVPD RIJCOSX def2/J DEFGRID3
* xyz 0 1
C 0.692 0.093 -2.037
C -0.691 -0.067 -2.659
N 1.633 0.494 -3.077
N 1.017 -1.128 -1.286
H 0.675 0.898 -1.296
H 1.700 -0.211 -3.804
H 2.564 0.641 -2.701
H 0.991 -1.943 -1.891
H 1.950 -1.068 -0.892
H -0.683 -0.874 -3.396
H -1.431 -0.312 -1.900
H -0.981 0.851 -3.165
C 0.096 0.603 3.200
C -0.985 1.311 1.217
N -0.051 0.396 1.863
C -0.519 -1.258 1.477
N -0.961 -1.967 2.354
H -1.048 -1.272 3.395
H -0.403 -1.300 0.399
H -0.037 1.616 3.585
H -0.779 -0.241 3.845
H -1.961 1.341 1.719
H 0.940 0.075 3.637
H -1.145 0.994 0.188
H -0.582 2.327 1.223
*
```

F_max ... 0.07419 Eh/bohr
Relative energy (zero: lowest compared OMol25 entry of this formula, charge and spin) ... 89.3 kcal per mole
Frontier orbital gap ... 0.3471 Ha

In the Mulliken picture, each atom carries the following charge in e: 0.2079 -1.3008 -0.6563 -0.5405 0.2891 0.2597 0.2432 0.2281 0.2149 0.4178 0.3588 0.3179 -0.7490 -0.9328 -0.1234 0.2126 -0.6363 0.3063 0.2679 0.3336 0.0387 0.3721 0.3451 0.1871 0.3385



The following is a quantum chemistry calculation of one molecule with the formula C2H4N2, from the OMol25 dataset.

```
! wB97M-V def2-TZVPD RIJCOSX def2/J DEFGRID3
* xyz 0 1
C -0.811 0.464 0.133
C 0.147 -0.506 -0.536
N 1.316 -0.210 0.303
N 0.584 0.849 -0.269
H -1.722 0.927 -0.407
H -1.146 0.190 1.091
H 0.283 -1.301 -1.555
H 1.350 -0.413 1.239
*
```

F_max ... 0.08603 Eh/bohr
Relative energy (zero: lowest compared OMol25 entry of this formula, charge and spin) ... 112.2 kcal per mole
Frontier orbital gap ... 0.3960 Ha
SMILES string ... C1[C@@H]2NN12

In the Mulliken picture, each atom carries the following charge in e: -0.1729 -0.0940 -0.3216 -0.3245 0.2328 0.2291 0.2475 0.2036



The following is a quantum chemistry calculation of C25H35AgN4OP as an isolated structure, from the OMol25 dataset.

```
! wB97M-V def2-TZVPD RIJCOSX def2/J DEFGRID3
* xyz -1 1
Ag 0.742 -1.052 -0.012
C -1.136 -1.874 2.499
C -1.755 -0.744 1.679
C -2.389 -1.283 0.391
N -1.342 -1.546 -0.562
C -1.515 -2.336 -1.592
C -2.769 -2.892 -1.941
C -3.051 -4.097 -2.554
C -2.175 -5.103 -2.918
C -0.780 -5.064 -2.841
C 0.048 -4.005 -2.610
C -0.261 -2.625 -2.362
N 0.665 -1.803 -2.728
C 0.668 -0.365 -2.658
C 2.141 0.099 -2.528
C 2.438 1.110 -1.408
N 2.348 0.491 -0.113
C 2.676 1.096 0.997
C 3.185 2.427 1.012
C 3.922 3.112 1.949
C 4.248 2.762 3.256
C 3.749 1.676 3.955
C 2.903 0.675 3.528
C 2.445 0.293 2.240
N 1.784 -0.819 2.032
C 1.360 -1.717 3.070
C -0.084 -1.440 3.531
H -1.939 -2.421 3.002
H -0.664 -2.563 1.793
H -2.503 -0.205 2.267
H -0.965 -0.043 1.384
H -2.968 -2.196 0.614
H -3.087 -0.526 -0.008
H -3.631 -2.321 -1.602
H -4.110 -4.328 -2.671
H -2.611 -6.035 -3.260
H -0.283 -6.006 -3.057
H 1.114 -4.190 -2.693
H 0.248 0.012 -3.604
H 0.059 0.059 -1.846
H 2.746 -0.795 -2.345
H 2.475 0.538 -3.473
H 3.454 1.504 -1.574
H 1.730 1.949 -1.488
H 3.067 2.951 0.068
H 4.326 4.067 1.615
H 4.923 3.428 3.785
H 4.040 1.616 5.004
H 2.615 -0.006 4.322
H 1.396 -2.730 2.652
H 2.022 -1.719 3.948
H -0.242 -1.988 4.463
H -0.183 -0.378 3.755
C -1.964 3.972 0.556
P -1.753 2.913 -0.927
C -3.451 2.492 -1.497
C -1.047 4.012 -2.224
O -0.934 1.734 -0.648
H -2.588 4.844 0.390
H -0.970 4.272 0.884
H -2.394 3.342 1.332
H -3.966 3.322 -1.974
H -4.023 2.161 -0.633
H -3.355 1.652 -2.182
H -1.661 4.888 -2.413
H -0.934 3.430 -3.137
H -0.058 4.319 -1.891
*
```

F_max ... 0.03096 Eh/bohr
Frontier orbital gap ... 0.2013 Ha

In the Mulliken picture, each atom carries the following charge in e: 0.0613 -0.6673 -0.8551 -1.0163 0.4229 0.4489 -0.5666 -0.3709 -0.4372 -0.1746 -0.9906 0.4822 -0.6403 0.3774 -1.4667 -0.3850 -0.2187 0.7835 -0.7241 -0.4031 -0.5956 -0.5874 -0.6241 1.1951 -0.2096 -1.1501 -0.6335 0.5157 0.1760 0.5423 0.1463 0.6042 0.3079 0.3073 0.2842 0.2695 0.2810 0.2961 0.4836 -0.1624 0.3973 0.3577 0.5335 0.0583 0.2702 0.2957 0.2642 0.2865 0.0778 0.4254 0.3481 0.4209 0.3470 -1.2656 1.0795 -1.2530 -1.2781 -0.7254 0.3984 0.3397 0.3230 0.4009 0.3355 0.3629 0.4154 0.3539 0.3240



The following is a quantum chemistry calculation of one molecule with the formula C4H5N3O, from the OMol25 dataset.

```
! wB97M-V def2-TZVPD RIJCOSX def2/J DEFGRID3
* xyz 0 1
H -2.664 -0.707 -0.545
N -2.086 -1.623 -0.010
C -0.900 -1.171 0.132
N -0.533 0.236 0.062
N -1.618 1.162 -0.161
C 0.774 0.759 -0.004
O 0.964 1.939 0.106
C 1.692 -0.447 -0.085
C 2.530 -1.300 -0.105
H -0.121 -1.895 0.479
H -1.115 2.023 -0.644
H -2.103 1.591 0.876
H 3.373 -1.987 0.110
*
```

F_max ... 0.09159 Eh/bohr
Relative energy (zero: lowest compared OMol25 entry of this formula, charge and spin) ... 127.3 kcal per mole
Frontier orbital gap ... 0.3596 Ha
SMILES string ... [H]/N=C\N(N)C(=O)C#C

In the Mulliken picture, each atom carries the following charge in e: 0.3494 -0.5897 0.0551 0.2566 -0.8225 0.3887 -0.5399 -0.7771 0.4239 0.2667 0.3083 0.2764 0.4041



The following is a quantum chemistry calculation of C43H47N5O4RhS3Sb2 as an isolated structure, from the OMol25 dataset.

```
! wB97M-V def2-TZVPD RIJCOSX def2/J DEFGRID3
* xyz 3 5
Rh 0.090 -0.264 0.136
C -0.263 2.765 1.530
C -1.450 2.609 0.597
C -2.698 1.942 1.169
Sb -2.214 -0.026 1.843
C -3.209 0.022 3.709
C -4.486 0.575 3.583
C -5.298 0.694 4.701
C -4.837 0.268 5.939
C -3.568 -0.281 6.058
C -2.747 -0.405 4.946
C -3.068 -1.745 0.971
C -2.579 -2.304 -0.207
C -3.044 -3.531 -0.650
C -3.995 -4.220 0.093
C -4.469 -3.682 1.281
C -4.005 -2.452 1.727
Sb 0.595 1.093 2.813
C 1.095 -0.958 3.342
C 2.433 -1.154 3.671
C 2.833 -2.356 4.239
C 1.904 -3.352 4.495
C 0.563 -3.142 4.201
C 0.161 -1.947 3.623
C -0.173 1.689 4.669
C -1.167 2.658 4.818
C -1.610 3.007 6.082
C -1.049 2.410 7.205
C -0.050 1.455 7.065
C 0.382 1.085 5.802
H -0.433 3.478 2.334
H 0.630 3.066 0.985
H -1.139 2.093 -0.311
H -1.711 3.620 0.264
H -3.529 1.950 0.468
H -3.040 2.440 2.078
H -4.872 0.905 2.623
H -6.290 1.116 4.604
H -5.471 0.362 6.812
H -3.211 -0.617 7.023
H -1.761 -0.825 5.075
H -1.818 -1.805 -0.793
H -2.665 -3.955 -1.572
H -4.363 -5.177 -0.253
H -5.202 -4.221 1.867
H -4.384 -2.054 2.659
H 3.172 -0.376 3.521
H 3.875 -2.509 4.488
H 2.221 -4.292 4.928
H -0.165 -3.915 4.406
H -0.892 -1.828 3.396
H -1.628 3.138 3.964
H -2.390 3.749 6.195
H -1.389 2.693 8.193
H 0.396 1.000 7.940
H 1.149 0.325 5.710
C 3.705 0.139 1.009
C 3.206 0.645 -0.291
N 1.939 0.635 -0.672
C 1.791 1.183 -1.935
C 2.948 1.608 -2.501
S 4.251 1.315 -1.444
C 0.463 1.214 -2.534
C 0.129 1.868 -3.674
S -1.525 1.665 -3.988
C -1.707 0.715 -2.595
N -0.582 0.546 -1.911
C -3.070 0.203 -2.268
H 3.157 -0.759 1.289
H 3.586 0.910 1.775
H 4.761 -0.121 0.955
H 3.098 2.047 -3.474
H 0.762 2.458 -4.318
H -3.809 0.676 -2.913
H -3.333 0.430 -1.234
H -3.148 -0.870 -2.416
C 6.091 -6.161 1.959
C 5.932 -4.843 1.216
S 4.235 -4.446 0.837
O 3.342 -5.174 1.703
O 4.104 -3.000 0.767
C 3.983 -5.051 -0.832
C 2.502 -5.255 -1.189
N 1.579 -4.283 -0.570
C 1.521 -2.968 -0.857
N 0.660 -2.349 -0.042
C 0.155 -3.306 0.801
C 0.721 -4.489 0.495
N 0.404 -5.743 1.145
O -0.244 -5.632 2.166
O 0.739 -6.780 0.618
C 2.321 -2.344 -1.939
H 7.153 -6.351 2.103
H 5.670 -6.994 1.397
H 5.606 -6.128 2.931
H 6.470 -4.842 0.265
H 6.283 -3.981 1.785
H 4.487 -6.016 -0.917
H 4.485 -4.348 -1.497
H 2.168 -6.232 -0.869
H 2.378 -5.196 -2.267
H -0.601 -3.117 1.534
H 2.397 -3.010 -2.798
H 3.330 -2.117 -1.585
H 1.847 -1.426 -2.274
*
```

F_max ... 0.01633 Eh/bohr
Relative energy (zero: lowest compared OMol25 entry of this formula, charge and spin) ... 12.9 kcal per mole
Frontier orbital gap (spin up / spin down) ... 0.2596 / 0.2134 Ha

Atom charges from the Mulliken analysis, given in e for atoms 1 to 99: 1.7346 -1.4930 0.3758 -1.3682 0.4377 1.3468 -0.6180 -0.7984 -0.7818 -0.6225 -0.5236 1.1608 -1.0180 -0.9152 -0.8655 -0.9036 -0.4350 0.9478 1.1522 -1.1812 -1.0560 -0.7619 -0.9462 -0.2938 1.1620 -0.2813 -0.8534 -0.5786 -0.8118 -0.7153 0.8382 0.6988 -0.7679 0.6914 0.7367 0.8738 0.4620 0.4779 0.4365 0.4853 0.2763 0.9392 0.5545 0.4709 0.4919 0.4734 0.6345 0.5317 0.4405 0.4362 0.6750 0.1235 0.4788 0.4625 0.4620 0.4532 -0.4838 -0.4665 0.9893 -0.6770 -0.5581 -0.0935 -0.3214 -0.6108 -0.1218 0.0334 0.8921 -0.8110 -0.3408 0.2847 0.6576 0.5111 0.4869 0.6073 -0.1326 0.2860 -1.0917 -0.7334 1.2686 -0.6696 -0.6780 -0.8261 -1.1908 0.2882 0.0533 1.0667 -1.8881 -0.4854 1.2974 -0.6160 -0.6692 -1.5333 0.4116 0.3383 0.2988 0.4745 0.4021 0.6409 0.4667